No. 1
{"formula": "C41H35BiBrN6", "method": "the ωB97M-V functional and the def2-TZVPD basis", "homo_lumo_gap_ev": 7.32, "total_charge": 1, "lumo_ev": -3.09, "e_above_lowest_ev": 0.000, "symbols": ["Bi", "Br", "C", "C", "C", "C", "C", "C", "N", "C", "C", "C", "C", "C", "C", "N", "H", "H", "H", "H", "H", "H", "H", "H", "H", "C", "N", "C", "C", "C", "C", "C", "N", "C", "C", "C", "C", "C", "C", "H", "H", "H", "H", "H", "H", "H", "H", "H", "H", "H", "C", "C", "C", "C", "C", "C", "C", "C", "C", "C", "C", "C", "C", "C", "H", "H", "H", "H", "H", "H", "H", "H", "H", "H", "H", "N", "C", "C", "C", "N", "H", "H", "H", "H"], "xyz": [[-1.020, 0.093, -0.230], [6.058, -2.946, 1.520], [4.468, -1.938, 1.668], [4.497, -0.700, 2.286], [3.336, 0.051, 2.359], [2.141, -0.429, 1.827], [2.134, -1.678, 1.212], [3.290, -2.436, 1.137], [0.955, 0.366, 1.827], [0.745, 1.131, 2.819], [-0.372, 2.091, 2.911], [-0.704, 2.608, 4.157], [-1.779, 3.476, 4.258], [-2.470, 3.815, 3.108], [-2.053, 3.267, 1.901], [-1.033, 2.422, 1.797], [5.424, -0.315, 2.692], [3.383, 1.046, 2.784], [1.214, -2.071, 0.799], [3.279, -3.403, 0.651], [1.389, 1.096, 3.702], [-0.130, 2.327, 5.033], [-2.072, 3.879, 5.219], [-3.311, 4.494, 3.138], [-2.561, 3.520, 0.976], [-1.267, -2.037, 2.518], [-1.390, -1.901, 1.057], [-2.045, -2.810, 0.413], [-2.329, -2.643, -0.962], [-2.891, -3.485, -1.918], [-2.899, -2.774, -3.120], [-2.352, -1.520, -2.851], [-2.011, -1.431, -1.546], [-2.520, -1.641, 3.278], [-3.070, -2.516, 4.207], [-4.224, -2.178, 4.904], [-4.843, -0.959, 4.675], [-4.293, -0.072, 3.758], [-3.138, -0.410, 3.067], [-0.429, -1.430, 2.843], [-1.023, -3.074, 2.760], [-2.396, -3.704, 0.932], [-3.238, -4.496, -1.759], [-3.263, -3.117, -4.077], [-2.183, -0.695, -3.528], [-2.591, -3.473, 4.390], [-4.640, -2.873, 5.624], [-5.753, -0.701, 5.202], [-4.764, 0.887, 3.577], [-2.712, 0.302, 2.367], [3.259, -1.299, -6.049], [2.433, -2.320, -5.604], [1.712, -2.165, -4.430], [1.811, -0.999, -3.666], [2.642, 0.025, -4.134], [3.357, -0.126, -5.311], [0.932, -0.905, -2.478], [0.912, -0.059, -1.440], [1.985, 0.871, -1.021], [1.705, 2.156, -0.545], [2.717, 2.996, -0.096], [4.032, 2.559, -0.094], [4.326, 1.272, -0.536], [3.316, 0.440, -0.986], [3.811, -1.410, -6.974], [2.342, -3.236, -6.175], [1.059, -2.963, -4.093], [2.721, 0.953, -3.586], [3.998, 0.677, -5.652], [0.138, -1.642, -2.522], [0.677, 2.507, -0.477], [2.472, 3.989, 0.264], [4.822, 3.208, 0.263], [5.348, 0.915, -0.522], [3.548, -0.569, -1.307], [-0.902, 2.562, -2.865], [-1.614, 3.414, -3.625], [-2.933, 3.038, -3.518], [-2.918, 1.922, -2.667], [-1.678, 1.637, -2.276], [0.098, 2.524, -2.738], [-1.144, 4.212, -4.176], [-3.784, 3.491, -3.999], [-3.743, 1.310, -2.328]], "forces_ev_per_a": [[0.1, 0.1, -0.2], [0.0, 0.0, 0.0], [0.0, 0.0, 0.0], [0.0, 0.0, 0.1], [-0.1, 0.1, 0.0], [0.1, 0.1, 0.1], [-0.2, 0.0, 0.1], [-0.1, 0.0, 0.0], [-0.1, -0.1, 0.0], [0.0, 0.0, 0.1], [-0.1, 0.0, 0.0], [0.1, 0.0, 0.1], [0.0, 0.0, 0.0], [0.0, 0.0, 0.0], [0.1, -0.1, 0.0], [0.1, 0.0, 0.0], [0.0, 0.0, 0.0], [0.0, 0.0, 0.0], [0.0, 0.0, -0.1], [0.0, 0.0, 0.0], [0.1, 0.0, 0.0], [0.0, 0.0, 0.0], [0.0, 0.0, 0.0], [0.0, 0.0, 0.0], [0.0, 0.0, 0.0], [-0.1, -0.1, 0.0], [0.1, 0.0, 0.2], [0.0, 0.0, 0.0], [0.0, 0.1, -0.1], [0.0, -0.1, 0.0], [0.0, 0.1, -0.1], [0.0, 0.0, 0.0], [0.0, -0.1, -0.1], [0.0, 0.0, -0.1], [0.0, 0.0, 0.0], [0.0, 0.0, 0.0], [0.0, 0.0, 0.0], [0.0, 0.0, 0.0], [0.0, 0.0, 0.0], [0.1, 0.1, 0.0], [0.0, 0.0, 0.0], [0.0, 0.0, 0.0], [0.0, 0.1, 0.0], [0.0, 0.0, 0.1], [0.0, -0.1, 0.1], [0.0, 0.0, 0.0], [0.0, 0.0, 0.0], [0.1, 0.0, 0.0], [0.0, 0.0, 0.0], [0.0, 0.0, 0.0], [0.0, 0.0, 0.0], [0.0, 0.0, 0.0], [0.0, 0.0, 0.0], [0.1, 0.0, 0.0], [-0.1, 0.0, 0.1], [0.0, 0.0, 0.0], [0.0, 0.0, -0.1], [0.1, -0.1, 0.2], [0.0, 0.1, 0.0], [0.0, 0.0, -0.1], [0.0, 0.0, 0.0], [0.0, -0.1, 0.0], [0.0, 0.1, -0.1], [0.0, 0.0, -0.2], [0.0, 0.0, 0.0], [0.0, 0.0, 0.0], [0.0, 0.0, 0.0], [0.0, 0.0, 0.1], [0.0, 0.0, 0.0], [-0.1, 0.1, -0.1], [0.0, 0.0, 0.0], [0.0, 0.0, 0.0], [0.0, 0.0, 0.0], [0.0, 0.0, 0.0], [0.0, 0.1, 0.0], [0.0, -0.1, 0.0], [0.0, 0.0, 0.0], [-0.1, -0.1, 0.0], [0.0, 0.1, 0.0], [-0.2, 0.1, 0.0], [0.0, 0.0, 0.0], [0.0, -0.1, 0.0], [0.1, 0.0, 0.0], [0.1, 0.1, 0.0]]}

***

No. 2
{"formula": "C41H35N3O2PtS2", "method": "the ωB97M-V functional and the def2-TZVPD basis", "homo_lumo_gap_ev": 7.19, "total_charge": 0, "lumo_ev": -0.17, "symbols": ["Pt", "O", "C", "C", "C", "C", "C", "C", "C", "C", "C", "O", "C", "C", "C", "C", "C", "C", "C", "C", "C", "C", "C", "C", "N", "C", "C", "C", "C", "C", "C", "C", "C", "C", "C", "C", "C", "H", "H", "H", "H", "H", "H", "H", "H", "H", "H", "H", "H", "H", "H", "H", "H", "H", "H", "H", "H", "H", "H", "H", "H", "H", "H", "H", "C", "C", "N", "C", "C", "S", "C", "C", "S", "C", "N", "C", "H", "H", "H", "H", "H", "H", "H", "H"], "xyz": [[-0.328, 0.439, -0.230], [-1.576, -1.042, -0.705], [-2.873, -1.223, -0.267], [-3.041, -0.442, 1.026], [-3.058, 1.024, 0.733], [-4.249, 1.732, 0.776], [-4.250, 3.082, 0.502], [-3.051, 3.710, 0.236], [-1.882, 2.971, 0.210], [-0.571, 3.652, 0.031], [0.356, 3.089, -1.046], [0.932, 1.920, -0.562], [-0.379, 2.848, -2.361], [0.018, 1.803, -3.191], [-0.539, 1.648, -4.451], [-1.502, 2.539, -4.904], [-1.914, 3.576, -4.081], [-1.353, 3.726, -2.822], [1.509, 4.076, -1.246], [2.290, 4.420, -0.144], [3.364, 5.281, -0.265], [3.686, 5.817, -1.506], [2.922, 5.480, -2.608], [1.841, 4.615, -2.479], [-1.905, 1.642, 0.418], [-3.163, -2.719, -0.144], [-3.847, -3.324, 0.897], [-4.159, -4.682, 0.854], [-3.796, -5.446, -0.239], [-3.096, -4.850, -1.284], [-2.775, -3.508, -1.229], [-3.868, -0.660, -1.287], [-5.238, -0.820, -1.091], [-6.149, -0.302, -1.994], [-5.698, 0.379, -3.121], [-4.337, 0.532, -3.324], [-3.424, 0.016, -2.412], [-2.176, -0.684, 1.653], [-3.950, -0.701, 1.569], [-5.162, 1.206, 1.012], [-5.172, 3.644, 0.517], [-3.002, 4.775, 0.063], [-0.009, 3.521, 0.960], [-0.746, 4.722, -0.087], [0.785, 1.124, -2.840], [-0.215, 0.833, -5.082], [-1.928, 2.426, -5.892], [-2.670, 4.271, -4.419], [-1.666, 4.558, -2.201], [2.057, 3.998, 0.823], [3.953, 5.534, 0.604], [4.526, 6.490, -1.610], [3.164, 5.885, -3.581], [1.264, 4.364, -3.358], [-4.164, -2.754, 1.760], [-4.697, -5.132, 1.676], [-4.048, -6.497, -0.280], [-2.802, -5.437, -2.144], [-2.234, -3.041, -2.039], [-5.597, -1.370, -0.229], [-7.209, -0.437, -1.828], [-6.404, 0.777, -3.835], [-3.973, 1.057, -4.199], [-2.361, 0.143, -2.565], [2.597, 1.633, 1.985], [2.719, 0.708, 0.825], [1.880, -0.271, 0.623], [2.245, -1.031, -0.444], [3.334, -0.579, -1.128], [3.954, 0.800, -0.338], [1.536, -2.295, -0.624], [1.567, -3.109, -1.713], [0.711, -4.546, -1.356], [0.403, -3.959, 0.241], [0.871, -2.778, 0.468], [-0.284, -4.761, 1.292], [2.895, 1.113, 2.897], [1.554, 1.933, 2.087], [3.222, 2.517, 1.876], [3.814, -1.011, -1.986], [2.020, -2.935, -2.670], [0.354, -5.577, 1.637], [-1.216, -5.183, 0.935], [-0.499, -4.104, 2.131]], "forces_ev_per_a": [[-0.6, 0.8, 0.3], [0.4, -0.9, 0.1], [0.2, 0.0, -0.3], [0.1, 0.0, 0.6], [0.0, 0.2, 0.3], [0.0, 0.0, 0.2], [-0.1, 0.0, 0.0], [0.1, 0.0, 0.1], [-0.2, -0.1, 0.1], [0.0, 0.3, 0.3], [0.1, -0.2, -0.3], [0.5, 0.4, 0.4], [0.1, 0.1, -0.2], [0.0, 0.0, 0.1], [0.0, 0.0, 0.0], [0.0, 0.0, 0.0], [0.0, -0.1, 0.0], [0.0, 0.1, 0.1], [0.1, 0.1, 0.0], [-0.1, 0.0, 0.1], [0.0, 0.0, -0.1], [0.0, 0.0, 0.0], [0.0, 0.0, 0.0], [0.0, 0.0, -0.1], [0.0, -0.5, -0.8], [0.1, 0.0, -0.1], [0.0, 0.0, 0.1], [0.0, 0.1, 0.0], [0.0, 0.0, 0.0], [0.0, -0.1, 0.0], [-0.1, 0.0, 0.0], [-0.3, -0.2, -0.2], [0.0, 0.0, 0.0], [0.1, 0.1, -0.1], [-0.1, 0.0, 0.1], [0.0, 0.1, 0.0], [0.0, 0.1, 0.0], [-0.1, 0.0, 0.0], [-0.1, 0.1, -0.1], [0.0, 0.0, 0.0], [-0.1, 0.0, 0.0], [0.0, 0.0, 0.0], [-0.1, 0.1, 0.1], [0.0, 0.0, -0.1], [0.0, 0.0, 0.0], [0.0, -0.1, -0.1], [0.0, 0.0, 0.0], [0.0, 0.0, 0.0], [0.0, 0.0, 0.0], [0.0, 0.0, 0.0], [0.0, 0.0, 0.1], [0.0, 0.0, 0.0], [0.0, 0.0, -0.1], [0.0, 0.0, 0.0], [0.0, 0.0, 0.0], [0.0, 0.0, 0.1], [0.0, 0.0, 0.0], [0.0, 0.0, 0.0], [0.0, 0.0, 0.0], [0.0, 0.0, 0.0], [-0.1, 0.0, 0.0], [0.0, 0.0, 0.0], [0.0, 0.0, 0.0], [0.0, 0.0, 0.0], [0.1, 0.0, 0.1], [-0.1, 0.1, 0.2], [-0.2, 0.1, 0.4], [0.2, -0.2, -0.6], [0.0, 0.0, 0.1], [0.2, 0.1, -0.1], [0.2, 0.0, -0.3], [-0.2, 0.0, 0.2], [0.0, -0.1, 0.0], [-0.1, -0.1, 0.1], [0.0, -0.2, 0.1], [0.0, 0.0, 0.0], [0.0, 0.0, 0.0], [0.0, 0.0, 0.0], [0.0, 0.0, 0.0], [0.1, -0.1, -0.1], [0.1, 0.0, -0.1], [0.0, 0.0, 0.0], [-0.2, -0.1, -0.1], [0.0, 0.0, 0.0]]}